# 1
Entry from OMol25: CH3NO3S in the gas phase (the ωB97M-V functional and the def2-TZVPD basis).

```
9
Properties=species:S:1:pos:R:3
C 1.403 -0.209 0.034
N 0.253 0.404 0.445
O 1.430 -1.102 -0.800
O -1.888 -0.906 0.718
O -1.812 1.290 -0.542
S -1.276 -0.027 -0.168
H 2.236 0.167 0.624
H 0.249 1.150 1.014
H -0.594 -0.767 -1.324
```

## Properties
- molar mass (u) = 109.106
- LUMO level (eV) = 0.5
- gap between HOMO and LUMO (eV) = 11.340
- largest force on an atom (eV/Å) = 6.1
- structure (SMILES) = O=CN[SH](=O)=O
- energy relative to the best compared isomer or geometry (same formula, charge and spin) (kJ/mol) = 162.5
- multiplicity = 1

The net atomic charges from Löwdin, expressed in e, are:
1. C -0.344
2. N -0.072
3. O 0.000
4. O -0.292
5. O -0.351
6. S 0.697
7. H 0.135
8. H 0.066
9. H 0.162

# 2
Entry from OMol25: a 2-piece molecular cluster, C9H18Br overall (the ωB97M-V functional and the def2-TZVPD basis).

```
28
Properties=species:S:1:pos:R:3
Br -3.555 1.770 -0.393
H -2.261 1.653 -0.095
C 0.571 0.658 0.535
C -0.115 0.010 1.771
C -1.106 -1.192 1.604
C -0.825 -2.016 0.360
C -0.625 -1.180 -0.914
C 0.492 -0.122 -0.812
C 0.448 0.798 -2.056
C 1.863 -0.723 -0.567
C 0.839 2.138 0.593
H 0.801 -0.376 2.310
H -0.587 0.787 2.427
H -1.089 -1.784 2.528
H -2.130 -0.759 1.534
H 0.085 -2.628 0.557
H -1.664 -2.675 0.195
H -0.370 -1.817 -1.746
H -1.577 -0.656 -1.160
H 0.621 0.173 -2.936
H -0.540 1.302 -2.158
H 1.232 1.560 -2.006
H 2.175 -1.331 -1.409
H 2.566 0.115 -0.425
H 1.857 -1.299 0.348
H 1.908 2.184 0.904
H 0.737 2.703 -0.362
H 0.246 2.708 1.374
```

## Properties
- molar mass (u) = 206.147
- LUMO level (alpha / beta) (eV) = 0.8 / 0.7
- gap between HOMO and LUMO (alpha / beta) (eV) = 7.607 / 10.822
- largest force on an atom (eV/Å) = 4.6
- energy relative to the best compared isomer or geometry (same formula, charge and spin) (kJ/mol) = 144.5
- multiplicity = 2

The net atomic charges from Löwdin, expressed in e, are:
1. Br 0.434
2. H -0.404
3. C -0.236
4. C -0.155
5. C -0.198
6. C -0.203
7. C -0.144
8. C -0.515
9. C -0.048
10. C -0.061
11. C -0.086
12. H 0.119
13. H 0.109
14. H 0.107
15. H 0.100
16. H 0.117
17. H 0.101
18. H 0.111
19. H 0.104
20. H 0.084
21. H 0.085
22. H 0.072
23. H 0.088
24. H 0.099
25. H 0.078
26. H 0.085
27. H 0.069
28. H 0.089

# 3
Entry from OMol25: C3H5NO2 as an isolated structure (the ωB97M-V functional and the def2-TZVPD basis).

```
11
Properties=species:S:1:pos:R:3
O -0.441 -1.873 -0.802
C 0.278 -0.865 -0.286
C 0.295 1.102 -0.639
N 0.202 1.119 0.733
C -0.202 -0.219 0.921
O -0.919 -0.585 1.813
H -1.090 -2.268 -0.218
H 1.316 -1.112 -0.421
H 1.198 1.173 -1.183
H -0.448 1.653 -1.175
H -0.190 1.876 1.257
```

## Properties
- molar mass (u) = 87.078
- LUMO level (eV) = 0.9
- gap between HOMO and LUMO (eV) = 9.882
- largest force on an atom (eV/Å) = 3.7
- energy relative to the best compared isomer or geometry (same formula, charge and spin) (kJ/mol) = 294.1
- multiplicity = 1

The net atomic charges from Löwdin, expressed in e, are:
1. O 0.037
2. C -0.155
3. C -0.050
4. N 0.019
5. C -0.486
6. O 0.105
7. H 0.111
8. H 0.136
9. H 0.061
10. H 0.085
11. H 0.137

# 4
Entry from OMol25: C20H26N5O3S2V as an isolated structure (the ωB97M-V functional and the def2-TZVPD basis).

```
57
Properties=species:S:1:pos:R:3
V 1.365 -0.015 -0.736
S 1.879 -1.052 1.290
C 0.466 -2.055 1.575
C 0.229 -2.602 2.834
C -0.896 -3.374 3.070
C -1.803 -3.610 2.043
C -1.570 -3.085 0.783
C -0.435 -2.314 0.536
S -0.158 -1.671 -1.086
H 0.932 -2.402 3.633
H -1.067 -3.786 4.056
H -2.688 -4.208 2.222
H -2.266 -3.269 -0.026
N 3.985 1.464 -1.168
N 3.504 0.129 -0.957
H 4.998 1.477 -1.146
H 3.638 2.053 -0.420
H 3.981 -0.346 -0.193
H 3.653 -0.402 -1.821
C -0.640 0.820 -5.960
N 0.344 0.478 -4.962
C 1.430 -0.454 -5.151
C 2.050 -0.470 -3.763
O 3.059 -1.082 -3.474
N 1.291 0.302 -2.919
C 0.301 0.839 -3.665
N -0.629 1.652 -3.205
H -0.246 0.564 -6.940
H -0.836 1.894 -5.959
H -1.579 0.280 -5.812
H 2.154 -0.111 -5.892
H 1.089 -1.457 -5.415
H -0.644 1.973 -2.236
H -1.383 1.943 -3.800
C -1.504 -0.334 5.278
C -1.286 0.280 3.922
C -0.205 1.118 3.689
C 0.027 1.678 2.440
C 1.238 2.548 2.238
C -0.868 1.399 1.406
C -1.987 0.583 1.620
C -2.975 0.278 0.527
C -2.166 0.027 2.880
C -0.633 1.947 0.034
O -1.475 2.588 -0.572
O 0.527 1.681 -0.545
H -0.555 -0.596 5.747
H -2.107 -1.238 5.205
H -2.021 0.361 5.944
H 0.492 1.329 4.494
H 1.528 3.017 3.178
H 1.071 3.335 1.502
H 2.080 1.940 1.896
H -2.471 -0.075 -0.375
H -3.546 1.166 0.257
H -3.663 -0.501 0.855
H -3.007 -0.638 3.043
```

## Properties
- molar mass (u) = 499.538
- LUMO level (alpha / beta) (eV) = 0.2 / 0.2
- gap between HOMO and LUMO (alpha / beta) (eV) = 7.541 / 7.611
- largest force on an atom (eV/Å) = 0.2
- energy relative to the best compared isomer or geometry (same formula, charge and spin) (kJ/mol) = 13.9
- multiplicity = 3

The net atomic charges from Löwdin, expressed in e, are:
1. V 0.476
2. S 0.654
3. C -0.663
4. C -0.129
5. C -0.104
6. C -0.100
7. C -0.131
8. C -0.660
9. S 0.661
10. H 0.102
11. H 0.100
12. H 0.098
13. H 0.100
14. N -0.002
15. N -0.151
16. H 0.079
17. H 0.069
18. H 0.064
19. H 0.060
20. C -0.024
21. N -0.091
22. C -0.025
23. C -0.461
24. O 0.047
25. N 0.058
26. C -0.374
27. N 0.259
28. H 0.095
29. H 0.092
30. H 0.099
31. H 0.142
32. H 0.146
33. H 0.076
34. H 0.115
35. C -0.048
36. C -0.266
37. C -0.009
38. C -0.226
39. C -0.041
40. C -0.079
41. C -0.192
42. C -0.036
43. C -0.008
44. C -0.545
45. O 0.077
46. O -0.210
47. H 0.078
48. H 0.071
49. H 0.081
50. H 0.121
51. H 0.081
52. H 0.084
53. H 0.055
54. H 0.052
55. H 0.085
56. H 0.079
57. H 0.119

Which value of largest force on an atom does entry 2 give? 4.6 eV/Å